Record 1
{"formula": "C19H22ClN3O2S", "method": "ωB97M-V/def2-TZVPD", "lumo_energy_ev": -0.630, "homo_ev": -8.1, "relative_energy_ev": 20.284, "total_energy_ha": -1909.66262, "symbols": ["C", "N", "C", "O", "C", "H", "C", "N", "C", "O", "C", "H", "H", "C", "H", "H", "C", "H", "H", "C", "C", "C", "C", "C", "C", "C", "H", "H", "Cl", "H", "H", "H", "H", "H", "H", "C", "C", "N", "C", "C", "S", "H", "H", "H", "H", "H", "H", "H"], "xyz": [[-1.362, 2.599, 0.352], [-0.352, 2.201, -0.713], [-0.357, 1.076, -1.565], [0.588, 0.996, -2.344], [-1.544, 0.500, -1.702], [-1.934, 0.416, -0.441], [-1.308, -0.824, -1.901], [-2.297, -1.887, -1.960], [-3.561, -1.430, -2.027], [-4.654, -2.160, -1.916], [-3.797, -0.063, -2.080], [-4.293, 0.361, -1.325], [-4.591, 0.279, -3.237], [-2.665, 0.856, -2.336], [-2.824, 1.973, -2.277], [-2.349, 0.980, -3.315], [-2.280, -3.142, -1.657], [-1.305, -3.506, -2.089], [-3.032, -3.966, -2.047], [-2.059, -3.566, 0.020], [-0.721, -2.902, 0.418], [-0.859, -1.730, 1.425], [0.261, -1.168, 1.743], [1.454, -1.605, 1.542], [1.802, -2.996, 0.534], [0.405, -3.516, 0.183], [0.464, -4.225, -0.427], [2.622, -3.392, 0.474], [2.905, -0.722, 1.982], [0.101, -0.133, 2.220], [-1.802, -1.434, 1.443], [-2.842, -3.185, 0.295], [-1.996, -4.691, 0.038], [-0.420, -1.323, -1.518], [-0.922, -0.864, -3.078], [1.028, 2.818, -0.423], [1.785, 2.698, 0.628], [1.033, 2.261, 2.048], [2.077, 2.137, 2.895], [3.372, 2.615, 2.770], [3.205, 3.255, 1.029], [4.141, 2.749, 3.514], [1.772, 1.835, 3.836], [0.792, 4.227, -0.646], [1.788, 2.673, -1.338], [-1.385, 1.917, 1.070], [-2.382, 2.630, -0.209], [-1.273, 3.685, 0.569]], "forces_ev_per_a": [[-1.6, 2.7, -6.4], [2.6, 0.9, 2.8], [6.5, 8.1, -0.5], [-0.2, -1.4, 0.4], [-3.4, -3.8, 10.2], [0.8, 0.4, -2.5], [4.9, -9.0, -6.6], [-5.2, 7.1, -0.3], [-5.4, -4.6, 1.0], [4.5, 1.9, -0.4], [-1.5, 4.8, -7.4], [-2.5, 0.8, 3.1], [2.0, -1.5, 3.7], [-3.6, 5.5, -3.3], [-0.9, -0.9, 1.0], [0.2, -0.9, -3.0], [4.3, -10.6, 2.2], [-0.5, -0.3, 0.3], [0.9, 2.8, 0.4], [9.2, -3.2, -6.8], [-5.9, 3.0, 5.1], [0.8, -7.6, -6.5], [-1.5, 6.7, 3.7], [7.9, -6.4, -4.8], [-16.2, 8.6, 4.7], [8.1, 5.3, 3.6], [0.0, -6.4, -4.9], [9.0, -4.2, -0.8], [-0.6, -0.3, 0.0], [0.9, -1.4, -0.3], [-3.9, 1.9, 1.0], [-8.3, 3.8, 4.3], [-0.3, 1.3, 0.1], [0.0, 0.7, 0.9], [-0.5, 0.3, 2.2], [-4.1, 4.5, -10.9], [-1.8, -2.4, 12.1], [4.0, 0.0, -4.1], [-0.5, 1.6, 0.0], [-3.0, 0.4, -3.6], [4.7, 0.3, 1.6], [0.2, 0.2, -0.5], [-0.5, -1.0, 2.0], [0.6, -3.8, 0.7], [-2.3, 0.0, 1.4], [0.0, -2.3, 3.6], [1.4, -0.4, 1.0], [0.7, -1.0, 0.4]]}


Record 2
{"formula": "C7H11O", "method": "ωB97M-V/def2-TZVPD", "lumo_energy_ev": [-3.944, -8.457], "s_squared": 2.007, "homo_ev": [-10.7, -15.4], "charge": 1, "relative_energy_ev": 0.000, "total_energy_ha": -348.05473, "multiplicity": 3, "symbols": ["C", "C", "C", "C", "C", "C", "C", "O", "H", "H", "H", "H", "H", "H", "H", "H", "H", "H", "H"], "xyz": [[0.851, 0.724, 0.635], [0.597, -0.535, 0.943], [-0.813, -0.946, 0.437], [-0.873, 0.449, -1.775], [-0.075, 1.738, -1.322], [-1.395, 0.145, -0.353], [1.468, -1.548, 1.638], [-0.174, 1.576, 0.168], [1.683, 1.409, 0.736], [-0.804, -1.974, -0.122], [-1.583, -1.075, 1.264], [-1.814, 0.698, -2.382], [-0.229, -0.416, -2.169], [1.037, 1.720, -1.693], [-0.605, 2.632, -1.647], [-2.320, 0.626, 0.001], [2.478, -1.817, 1.140], [0.888, -2.349, 1.931], [1.682, -1.058, 2.568]], "forces_ev_per_a": [[-0.7, 7.1, -1.3], [-2.3, -5.4, 0.3], [-0.2, -0.6, 0.2], [-0.8, 0.2, 1.4], [1.5, -1.0, -2.0], [-3.1, -2.6, -2.2], [1.6, 2.4, -1.4], [3.7, -0.3, 0.6], [1.0, -1.0, 0.1], [0.4, 1.5, 1.1], [1.3, -0.3, -0.2], [1.9, -0.4, 0.3], [-1.0, 1.5, 0.3], [-2.1, 0.4, 1.0], [0.3, 0.1, 0.6], [0.6, -0.3, -0.4], [-1.8, 0.5, 0.7], [-1.0, -2.1, 0.0], [0.8, 0.4, 0.8]]}


Q: What is the formula in the first record?
A: C19H22ClN3O2S